1.
DFT (ωB97M-V/def2-TZVPD) results for C41H59LaN8OSSbSi3 as an isolated structure in a non-equilibrium geometry.

XYZ file:
```
115
Properties=species:S:1:pos:R:3
La 1.13685 -0.84719 0.83222
N 3.45136 1.76821 4.41132
C 2.89497 0.76563 3.64185
S 2.78731 1.16277 1.95644
N 2.47274 -0.25793 4.29327
N 1.82332 -1.31453 3.71932
C 0.69270 -1.68689 4.42293
C -0.48867 -2.15000 3.88012
C -1.57607 -2.46768 4.76074
C -2.73386 -2.98886 4.27894
C -2.85549 -3.18803 2.89038
C -1.80178 -2.80419 2.09215
N -0.64152 -2.30383 2.51200
H 4.07796 2.37447 3.90806
H 3.78427 1.45496 5.31053
H 0.69490 -1.34505 5.45105
H -1.44646 -2.27972 5.81788
H -3.55307 -3.24060 4.94144
H -3.75411 -3.59840 2.45511
H -1.89525 -2.92541 1.02020
C -0.61677 -3.30603 -1.36348
Sb 0.09506 -1.71228 -2.68381
C 1.92076 -1.16674 -1.59920
C 2.35976 0.04206 -2.28310
C 3.43421 0.84476 -1.84360
C 3.78952 1.96078 -2.55867
C 3.08112 2.28577 -3.71570
C 2.03447 1.46522 -4.07213
N 1.68317 0.38380 -3.39555
Si 3.15595 -2.53368 -2.00897
C 4.99957 -1.99732 -1.95888
C 2.93827 -4.13141 -0.97782
C 2.98137 -3.11204 -3.83875
C -1.53758 -0.07511 -2.28069
C -0.75841 1.15747 -2.07497
C -0.86448 2.25596 -2.93680
C -0.12054 3.39149 -2.71503
C 0.72555 3.43130 -1.61583
C 0.75243 2.32746 -0.78624
N 0.03319 1.22748 -0.98711
Si -2.35415 -0.31162 -4.01779
C -2.92837 -2.13292 -4.20864
C -3.94609 0.68668 -4.44119
C -1.20050 -0.00459 -5.52412
Si -2.81588 -0.04009 -0.83454
C -3.91853 1.50695 -1.13894
C -2.22794 0.22920 0.96255
C -4.03636 -1.51356 -0.84847
H -0.27199 -4.25389 -1.76937
H -1.70030 -3.33112 -1.33965
H -0.23784 -3.20116 -0.34993
H 3.94761 0.59461 -0.92676
H 4.60260 2.58998 -2.22357
H 3.32229 3.15807 -4.30286
H 1.43418 1.67440 -4.94957
H 5.28878 -1.54461 -1.01972
H 5.19670 -1.27358 -2.74294
H 5.64870 -2.85191 -2.12367
H 3.49093 -4.08845 -0.04762
H 3.29682 -4.98918 -1.53775
H 1.89815 -4.30790 -0.73333
H 2.82323 -2.24984 -4.48042
H 2.12299 -3.76745 -3.96135
H 3.86096 -3.63932 -4.19535
H -1.54139 2.20278 -3.77271
H -0.19771 4.23746 -3.38580
H 1.33778 4.29372 -1.40313
H 1.39279 2.34516 0.08956
H -3.39594 -2.49728 -3.30390
H -2.08938 -2.78784 -4.42249
H -3.64814 -2.23941 -5.01367
H -4.79983 0.31691 -3.88401
H -4.18185 0.57220 -5.49575
H -3.85892 1.74860 -4.24115
H -0.25110 -0.51655 -5.39722
H -0.98402 1.04705 -5.67383
H -1.66489 -0.37163 -6.43590
H -3.31223 2.36917 -1.39418
H -4.47562 1.76085 -0.24223
H -4.63486 1.36193 -1.93687
H -2.60606 1.17398 1.34563
H -1.13764 0.28583 1.04336
H -2.57317 -0.56113 1.62344
H -4.68783 -1.48355 -1.71322
H -4.66376 -1.46483 0.03370
H -3.54578 -2.47790 -0.83365
N -0.18424 1.61707 3.27296
C -0.94237 2.63782 3.77516
C -1.19315 2.76919 5.13059
C -2.01047 3.78655 5.61583
C -2.58538 4.70322 4.76924
C -2.35219 4.61871 3.38594
C -2.87360 5.54149 2.45285
C -2.58424 5.38851 1.11952
C -1.79093 4.30533 0.72333
N -1.28337 3.43077 1.55676
C -1.53651 3.57069 2.87323
H 0.43926 1.16656 3.93001
H 0.21031 1.81570 2.36038
H -0.73133 2.07592 5.81803
H -2.18591 3.85629 6.68117
H -3.20979 5.49962 5.15201
H -3.49543 6.35732 2.79984
H -2.94893 6.09333 0.38550
H -1.56294 4.14153 -0.32361
C 4.63296 -1.81711 1.65408
O 3.83968 -1.83512 2.80457
C 2.42433 -2.06667 2.66081
C 2.14333 -3.56840 2.85317
H 4.74997 -2.81174 1.20361
H 5.61299 -1.46715 1.98650
H 4.22959 -1.12605 0.89626
H 2.83916 -4.14714 2.24869
H 1.12630 -3.83214 2.57481
H 2.28978 -3.82498 3.90816
```

Values from the calculation:
energy relative to the best compared isomer or geometry (same formula, charge and spin): 1.606 eV
E_LUMO: 2.23 eV
spin multiplicity: 1
strongest force on any atom: 2.246 eV/Å
HOMO-LUMO gap: 4.2 eV
DFT total energy: -99310.7446 eV
net charge: -1

Results of the Löwdin charge analysis, in e, for atoms 1 through 4: La 1.6362; N 0.0263; C -0.8783; S 0.5313

2.
DFT (ωB97M-V/def2-TZVPD) results for C24H26BF4N6O3STi as an isolated structure in a non-equilibrium geometry.

XYZ file:
```
66
Properties=species:S:1:pos:R:3
Ti 0.87650 -0.09901 0.44609
O 0.31303 -4.07567 -1.50552
C 0.55156 -3.61538 -2.75673
C 0.35628 -4.50620 -3.80987
C 0.56592 -4.10062 -5.11837
C 0.96104 -2.79397 -5.39484
C 1.15884 -1.91268 -4.34155
C 0.97691 -2.31018 -3.01987
C 1.27671 -1.37316 -1.91114
O 0.72050 -1.60512 -0.71676
N 2.13605 -0.42614 -2.04945
N 2.22984 0.22750 -0.83051
C 3.28573 1.02112 -0.44377
C 3.40550 1.07147 0.92229
C 4.41189 1.78873 1.66124
C 4.49472 1.65938 2.99769
C 3.56644 0.80177 3.69199
C 2.61251 0.16375 2.98554
N 2.47909 0.27027 1.61386
H 0.40286 -3.33624 -0.88000
H 0.03942 -5.51655 -3.57576
H 0.41729 -4.80849 -5.92726
H 1.11580 -2.46837 -6.41852
H 1.46337 -0.88718 -4.51981
H 3.96057 1.47090 -1.15620
H 5.10681 2.41150 1.10654
H 5.25784 2.19448 3.55255
H 3.61513 0.67073 4.76454
H 1.89381 -0.46909 3.47873
O 0.43211 1.68544 1.12656
N -0.65350 2.41238 0.81392
C -1.18728 3.14908 1.81104
C -2.22627 3.99239 1.57281
C -2.70778 4.08972 0.25428
C -2.16542 3.31757 -0.73333
C -1.12302 2.38645 -0.46481
S -0.47072 1.28050 -1.55093
H -0.72384 2.99392 2.77106
H -2.65145 4.56187 2.38788
H -3.52353 4.76592 0.02415
H -2.51628 3.37225 -1.75465
C -3.61784 0.08242 -1.62920
C -4.90353 -0.61627 -2.16950
N -4.82510 -2.06674 -1.94014
C -4.69465 -2.29950 -0.49339
C -3.40651 -1.59963 0.05480
N -2.71802 -0.90814 -1.03995
C -2.34172 -1.88951 -2.05908
C -3.62404 -2.58928 -2.61705
H -3.85449 0.82375 -0.86117
H -3.07458 0.59203 -2.42849
H -5.02639 -0.45052 -3.24256
H -5.80280 -0.24492 -1.66908
H -4.66039 -3.37987 -0.32506
H -5.59776 -1.91589 -0.01096
H -2.71576 -2.32446 0.48436
H -3.64124 -0.86934 0.83128
H -1.66675 -2.61314 -1.59558
H -1.79026 -1.37113 -2.84791
H -3.58830 -3.67000 -2.45565
H -3.74082 -2.41504 -3.69061
F -0.55698 -0.55133 3.49742
B -0.68741 -1.37877 2.37852
F 0.61251 -1.84717 1.95022
F -1.58653 -2.40743 2.56968
F -1.07906 -0.54446 1.23817
```

Values from the calculation:
energy relative to the best compared isomer or geometry (same formula, charge and spin): 0.433 eV
E_LUMO (alpha / beta): 2.57 / 2.57 eV
spin multiplicity: 1
strongest force on any atom: 1.348 eV/Å
HOMO-LUMO gap (alpha / beta): 6.0 / 6.0 eV
DFT total energy: -85899.7095 eV
net charge: -1

Results of the Löwdin charge analysis, in e, for atoms 1 through 4: Ti 1.0542; O 0.0553; C -0.2797; C -0.0217

3.
DFT (ωB97M-V/def2-TZVPD) results for C21H26N5O3S2Sr as an isolated structure in a non-equilibrium geometry.

XYZ file:
```
58
Properties=species:S:1:pos:R:3
Sr 0.68254 0.41804 -0.00241
N 0.99262 -2.07750 -0.51845
C -0.19653 -2.91889 -0.48262
C -1.16274 -2.34587 0.55724
N -1.43903 -0.93567 0.32731
C -2.49884 -0.61114 -0.61951
C -1.95726 -0.37844 -2.03281
N -0.97200 0.69216 -1.97472
H 1.55186 -2.29568 0.31846
H 1.57768 -2.27538 -1.32163
H -0.66657 -2.93690 -1.46917
H 0.02193 -3.96080 -0.20696
H -2.08650 -2.94823 0.58142
H -0.66933 -2.43957 1.52625
H -1.60430 -0.46099 1.20594
H -3.27012 -1.39783 -0.64841
H -2.96246 0.32528 -0.30159
H -1.48084 -1.28669 -2.40818
H -2.80886 -0.14974 -2.69298
H -0.53189 0.85882 -2.87170
H -1.46434 1.54598 -1.70518
S 2.33394 -3.04911 2.45898
C 1.68855 -1.68862 3.28509
C 1.90734 -1.58789 4.68267
C 1.32058 -0.59095 5.42234
C 0.51350 0.33954 4.76774
C 0.38608 0.22217 3.40121
N 0.94864 -0.73576 2.64981
H 2.54279 -2.32935 5.14571
H 1.48116 -0.53197 6.49312
H 0.01701 1.13826 5.30321
H -0.20303 0.95326 2.84850
O -0.88244 2.00297 0.71168
N -0.68355 3.28310 0.45655
C 0.42464 3.86469 0.97079
C 0.73834 5.17575 0.73812
C -0.12196 5.94562 -0.03938
C -1.26472 5.35912 -0.53585
C -1.57957 4.00907 -0.30533
S -3.04080 3.32746 -0.87174
H 1.06278 3.19441 1.52563
H 1.66032 5.57454 1.13552
H 0.10327 6.98225 -0.25482
H -1.95942 5.92747 -1.13549
O 2.50495 1.74261 0.25552
C 2.83182 1.59348 -0.98604
O 2.11630 0.85234 -1.76186
C 3.99883 2.27428 -1.50843
C 4.83608 3.05888 -0.65695
C 5.97307 3.66216 -1.13822
C 6.34451 3.53679 -2.49697
C 5.50200 2.79923 -3.35792
C 4.36484 2.18672 -2.88690
H 4.55098 3.15682 0.38391
H 6.60014 4.24455 -0.46693
H 7.25152 4.00014 -2.87313
H 5.75552 2.71780 -4.41267
H 3.72098 1.62164 -3.55100
```

Values from the calculation:
energy relative to the best compared isomer or geometry (same formula, charge and spin): 0.814 eV
E_LUMO (alpha / beta): 4.43 / 4.42 eV
spin multiplicity: 2
strongest force on any atom: 1.934 eV/Å
HOMO-LUMO gap (alpha / beta): 2.5 / 6.4 eV
expectation value of S²: 0.7645
DFT total energy: -58301.1893 eV
net charge: -2

Results of the Löwdin charge analysis, in e, for atoms 1 through 4: Sr 1.5084; N -0.0836; C -0.2716; C -0.2262

4.
DFT (ωB97M-V/def2-TZVPD) results for a 11-piece molecular cluster, C10H40F2N21O14S2 overall in a non-equilibrium geometry.

XYZ file:
```
89
Properties=species:S:1:pos:R:3
N 0.43402 0.85777 0.11716
S 1.09222 0.01178 -1.02228
O 0.42020 0.01640 -2.28472
O 1.69623 -1.19403 -0.54589
F 2.36326 0.92534 -1.29906
S -0.66887 -0.25526 0.67906
O -0.14563 -1.07822 1.71687
O -1.59261 -0.86561 -0.22379
F -1.51524 0.81763 1.47608
C -2.65665 2.12795 -3.39674
O -3.20111 3.13872 -3.80312
N -1.41920 2.16294 -2.80311
N -3.28584 0.90352 -3.24890
H -0.93202 3.03759 -2.72310
H -1.09060 1.37625 -2.26365
H -4.13568 0.93517 -3.78677
H -2.74495 0.10648 -2.97282
C 1.58262 1.84058 3.76674
O 1.86282 2.44732 4.78497
N 2.27533 0.73900 3.31237
N 0.56888 2.20276 2.92401
H 2.20316 0.68040 2.30967
H 3.01582 0.30568 3.83128
H -0.06067 2.80322 3.42447
H 0.31547 1.78650 2.05052
C 1.31825 4.43631 -0.32929
O 1.36469 5.62183 -0.66388
N 0.19842 3.66609 -0.50999
N 2.37886 3.84092 0.23733
H 0.29358 2.68088 -0.26078
H -0.69025 4.12734 -0.57341
H 3.26120 4.30643 0.15889
H 2.22177 2.98714 0.74155
C 0.13670 -1.41995 -5.61293
O 0.50020 -2.37913 -4.96715
N -0.03774 -0.16435 -5.13255
N 0.15802 -1.42270 -7.00641
H -0.11591 0.67175 -5.68592
H -0.22178 0.05085 -4.16414
H -0.25391 -0.66819 -7.52603
H 0.05034 -2.34407 -7.39560
C 2.71753 -2.81996 4.05029
O 3.56291 -1.96238 3.95147
N 1.40061 -2.70644 3.68979
N 2.97361 -4.05929 4.59710
H 0.71869 -3.35947 4.03212
H 1.05297 -1.83519 3.31603
H 3.95469 -4.27424 4.64000
H 2.32568 -4.82257 4.54554
C -1.57971 4.82991 3.71859
O -0.77566 4.99979 2.81346
N -1.96763 5.84196 4.54386
N -2.31968 3.68251 3.81692
H -1.55405 6.75137 4.48993
H -2.65403 5.65529 5.25119
H -2.16581 2.93056 3.17183
H -3.12892 3.67228 4.40877
C 2.49550 4.39475 -4.16728
O 2.75579 4.41873 -5.36714
N 2.34759 5.52243 -3.41453
N 2.35835 3.21165 -3.50927
H 2.37261 6.38266 -3.92515
H 2.21422 5.44969 -2.41712
H 2.06172 3.21257 -2.54898
H 2.30806 2.38689 -4.07697
C -1.87152 -4.71485 -1.28433
O -2.81971 -5.40050 -1.61712
N -0.97529 -4.94926 -0.28222
N -1.70324 -3.41943 -1.71067
H -0.13866 -4.39045 -0.17310
H -0.83489 -5.83420 0.17461
H -0.84690 -2.90637 -1.61146
H -2.44733 -3.07269 -2.28828
C 2.47232 -4.69282 0.32053
O 3.24095 -4.49069 -0.59384
N 1.80654 -3.66972 0.95217
N 2.24611 -5.91531 0.92168
H 1.53673 -3.74293 1.92811
H 1.93742 -2.74097 0.57304
H 1.66556 -6.08015 1.71974
H 2.66757 -6.72402 0.50076
C -4.11252 -2.54363 1.93698
O -4.36601 -1.36481 1.76821
N -3.04427 -3.15673 1.35271
N -4.93559 -3.40736 2.62794
H -2.94395 -4.15439 1.31571
H -2.60584 -2.63128 0.60863
H -4.55444 -4.28398 2.92708
H -5.79153 -3.03802 2.99374
```

Values from the calculation:
energy relative to the best compared isomer or geometry (same formula, charge and spin): 0.640 eV
E_LUMO: 1.66 eV
spin multiplicity: 1
strongest force on any atom: 4.130 eV/Å
HOMO-LUMO gap: 9.0 eV
DFT total energy: -98094.1911 eV
net charge: -1

Results of the Löwdin charge analysis, in e, for atoms 1 through 4: N -0.2995; S 0.4734; O -0.2869; O -0.2617